<one>
The following is a quantum chemistry calculation of an isolated molecule of C12H24N2O3, from the Open Molecules 2025 dataset.

* LUMO level: 0.630 eV
* structure (SMILES): CC(C)N1CCC2(CC1)NC(CO)(CO)CO2
* HOMO energy: -8.3 eV
* net charge: 0
* HOMO-LUMO gap: 8.943 eV

Last column: Löwdin charge in e.
Cartesian coordinates (Å):
C (-0.507, -1.833, 4.817)  -0.0635
C (0.675, -1.524, 3.897)  -0.4270
C (1.561, -0.430, 4.509)  -0.0555
N (0.200, -1.249, 2.547)  -0.1487
C (-0.494, 0.012, 2.369)  -0.1790
C (-1.259, -0.010, 1.048)  -0.0746
C (-0.293, -0.231, -0.121)  -0.4985
C (0.521, -1.506, 0.155)  -0.0784
C (1.205, -1.403, 1.516)  -0.1814
N (-1.032, -0.310, -1.386)  0.1161
C (-0.418, 0.612, -2.336)  -0.4159
C (-0.088, -0.054, -3.680)  -0.2045
O (0.759, 0.720, -4.481)  -0.0442
C (-1.399, 1.784, -2.527)  -0.1787
O (-0.870, 2.719, -3.447)  -0.0581
C (0.848, 1.087, -1.598)  -0.1016
O (0.550, 0.903, -0.237)  -0.0476
H (-0.150, -2.288, 5.737)  0.0748
H (-1.054, -0.931, 5.077)  0.0666
H (-1.186, -2.523, 4.323)  0.0783
H (1.274, -2.440, 3.813)  0.1332
H (2.395, -0.199, 3.850)  0.0715
H (0.988, 0.478, 4.679)  0.0733
H (1.959, -0.770, 5.461)  0.0761
H (-1.199, 0.152, 3.188)  0.1164
H (0.203, 0.866, 2.346)  0.1272
H (-1.783, 0.933, 0.901)  0.1193
H (-1.984, -0.823, 1.048)  0.1251
H (-0.158, -2.360, 0.154)  0.1257
H (1.271, -1.643, -0.627)  0.1213
H (1.773, -2.317, 1.707)  0.1236
H (1.907, -0.552, 1.487)  0.1258
H (-1.049, -1.259, -1.739)  0.1203
H (0.440, -0.997, -3.503)  0.1282
H (-1.030, -0.279, -4.204)  0.1303
H (0.390, 1.615, -4.507)  0.0731
H (-1.566, 2.247, -1.548)  0.1293
H (-2.354, 1.380, -2.888)  0.1280
H (-1.469, 3.470, -3.503)  0.1027
H (1.066, 2.141, -1.763)  0.1368
H (1.716, 0.487, -1.906)  0.1342

---

<two>
The following is a quantum chemistry calculation of an isolated molecule of C12H24N2O3, from the Open Molecules 2025 dataset.

* LUMO level: 0.812 eV
* structure (SMILES): CC[C@H](C)[C@H](N)C(=O)N[C@H](C(=O)O)[C@@H](C)CC
* HOMO energy: -9.1 eV
* net charge: 0
* HOMO-LUMO gap: 9.940 eV

Last column: Löwdin charge in e.
Cartesian coordinates (Å):
C (-2.944, -3.403, -0.457)  -0.1016
C (-3.515, -1.962, -0.438)  -0.2331
C (-3.110, -1.067, 0.768)  -0.3533
C (-3.793, 0.315, 0.729)  -0.0522
C (-1.619, -1.119, 1.077)  -0.2731
N (-1.302, -0.755, 2.469)  0.0661
C (-0.797, -0.443, 0.015)  -0.4751
O (-1.075, -0.522, -1.147)  0.1075
N (0.272, 0.215, 0.496)  0.1270
C (1.288, 0.715, -0.415)  -0.1951
C (2.014, -0.469, -0.991)  -0.4459
O (2.437, -1.429, -0.377)  0.1075
O (2.341, -0.314, -2.316)  0.0766
C (2.212, 1.750, 0.232)  -0.3089
C (3.407, 1.171, 1.004)  -0.0449
C (2.663, 2.850, -0.727)  -0.2433
C (3.627, 2.545, -1.841)  -0.1080
H (-3.107, -3.933, 0.522)  0.0863
H (-1.808, -3.321, -0.553)  0.0821
H (-3.257, -4.012, -1.277)  0.0523
H (-3.194, -1.450, -1.357)  0.0951
H (-4.629, -2.012, -0.535)  0.1169
H (-3.611, -1.584, 1.593)  0.1267
H (-3.271, 1.030, 1.426)  0.0835
H (-3.742, 0.655, -0.316)  0.0832
H (-4.807, 0.230, 1.154)  0.0797
H (-1.318, -2.168, 0.922)  0.1416
H (-1.229, -1.544, 3.086)  0.0774
H (-1.647, 0.062, 2.912)  0.0650
H (0.512, 0.031, 1.457)  0.1296
H (0.734, 1.206, -1.224)  0.1594
H (3.026, -1.005, -2.538)  0.1538
H (1.646, 2.393, 0.905)  0.1378
H (3.085, 0.239, 1.568)  0.1044
H (3.865, 1.920, 1.660)  0.0887
H (4.176, 0.893, 0.370)  0.0401
H (2.991, 3.725, -0.159)  0.1140
H (1.761, 3.224, -1.195)  0.1068
H (3.256, 1.783, -2.539)  0.0574
H (3.855, 3.474, -2.418)  0.0858
H (4.605, 2.085, -1.544)  0.0822

---

Which of them is most stable? Easy: <two>.

---

<one>
The following is a quantum chemistry calculation of the ion C3H5O2 with charge +1, from the Open Molecules 2025 dataset.

* LUMO level: -5.773 eV
* HOMO energy: -17.5 eV
* net charge: +1
* HOMO-LUMO gap: 11.755 eV

Last column: Löwdin charge in e.
Cartesian coordinates (Å):
C (-1.895, -0.145, -0.007)  0.1108
C (0.373, 0.488, -0.053)  -0.2853
C (1.625, -0.197, -0.100)  0.0796
O (-0.843, -0.719, -0.079)  0.1007
O (-0.198, 1.454, 0.025)  0.2521
H (-2.774, -0.682, -0.247)  0.1292
H (-1.905, 0.930, 0.471)  0.1803
H (1.961, -0.668, -1.008)  0.1271
H (1.374, -1.047, 0.599)  0.1448
H (2.282, 0.586, 0.400)  0.1608

---

<two>
The following is a quantum chemistry calculation of a cluster of 2 separate species, C3H5O2 in total, from the Open Molecules 2025 dataset.

* LUMO level: -5.037 eV
* HOMO energy: -16.0 eV
* net charge: +1
* HOMO-LUMO gap: 10.995 eV

Last column: Löwdin charge in e.
Cartesian coordinates (Å):
C (-1.976, -0.808, 0.149)  0.0510
C (0.639, 0.179, -0.703)  -0.1320
C (1.565, 0.620, 0.260)  0.0405
O (-0.900, -0.417, 0.565)  -0.0021
O (0.231, -0.067, -1.727)  0.3377
H (-2.235, -0.698, -0.951)  0.1355
H (-2.800, -0.901, 0.756)  0.0867
H (2.297, -0.159, 0.612)  0.1532
H (0.967, 0.861, 1.270)  0.1813
H (2.212, 1.389, -0.231)  0.1483

---

Which of them is most stable? Easy: <two>.

---

<one>
The following is a quantum chemistry calculation of a cluster of 14 separate species, C14H56N28O14 in total, from the Open Molecules 2025 dataset.

* LUMO level: -0.216 eV
* HOMO energy: -8.6 eV
* net charge: 0
* HOMO-LUMO gap: 8.417 eV

Last column: Löwdin charge in e.
Cartesian coordinates (Å):
C (-4.039, 4.170, -0.232)  -0.6662
O (-3.718, 4.217, -1.423)  0.0046
N (-5.150, 4.757, 0.230)  0.1585
N (-3.308, 3.573, 0.750)  0.1691
H (-5.430, 4.880, 1.185)  0.1024
H (-5.750, 5.238, -0.420)  0.1123
H (-2.314, 3.428, 0.765)  0.0645
H (-3.894, 3.203, 1.478)  0.0776
C (-4.581, 0.396, 2.999)  -0.6949
O (-4.482, 0.422, 4.234)  -0.0068
N (-3.473, 0.607, 2.248)  0.1543
N (-5.697, 0.150, 2.257)  0.1647
H (-2.753, 1.056, 2.798)  0.0788
H (-3.461, 0.210, 1.327)  0.0982
H (-5.515, -0.117, 1.309)  0.0982
H (-6.470, -0.121, 2.846)  0.1123
C (-0.989, -1.001, 5.706)  -0.6926
O (0.246, -0.938, 5.739)  0.0039
N (-1.723, -1.235, 6.809)  0.1607
N (-1.644, -1.032, 4.535)  0.1643
H (-2.723, -1.175, 6.718)  0.0964
H (-1.315, -1.287, 7.723)  0.1066
H (-1.094, -1.208, 3.705)  0.0673
H (-2.643, -0.897, 4.513)  0.0580
C (-0.791, 3.046, 3.503)  -0.6449
O (-1.149, 2.616, 2.400)  -0.0340
N (-1.622, 3.594, 4.427)  0.1761
N (0.518, 3.083, 3.828)  0.1834
H (-1.192, 3.800, 5.308)  0.1007
H (-2.510, 3.909, 4.081)  0.1070
H (1.103, 2.490, 3.260)  0.1179
H (0.795, 3.420, 4.732)  0.1042
C (-1.525, -1.109, -4.542)  -0.7091
O (-1.940, -1.814, -5.457)  0.0069
N (-1.015, -1.511, -3.362)  0.1798
N (-1.687, 0.244, -4.576)  0.1512
H (-0.784, -0.968, -2.552)  0.0472
H (-1.018, -2.518, -3.290)  0.0809
H (-2.298, 0.567, -5.307)  0.0988
H (-1.566, 0.799, -3.747)  0.0692
C (1.963, -1.765, -4.714)  -0.6525
O (2.278, -2.963, -4.838)  -0.0308
N (2.217, -1.007, -3.636)  0.1834
N (1.567, -1.035, -5.807)  0.1686
H (2.643, -1.523, -2.874)  0.0566
H (1.976, -0.031, -3.732)  0.0596
H (1.295, -0.085, -5.601)  0.0722
H (1.550, -1.415, -6.732)  0.1043
C (0.977, -4.723, -1.820)  -0.6547
O (0.053, -3.910, -1.893)  0.0125
N (1.774, -5.072, -2.842)  0.1750
N (1.264, -5.453, -0.668)  0.1427
H (2.260, -5.947, -2.855)  0.1106
H (1.838, -4.372, -3.589)  0.0786
H (0.551, -5.418, 0.040)  0.0808
H (1.972, -6.159, -0.613)  0.0955
C (3.745, -2.456, -0.313)  -0.6453
O (3.438, -1.664, -1.224)  -0.0307
N (4.507, -2.074, 0.721)  0.1868
N (3.608, -3.761, -0.498)  0.1847
H (4.487, -1.095, 0.974)  0.1015
H (4.895, -2.794, 1.303)  0.1074
H (3.116, -4.041, -1.327)  0.0662
H (3.983, -4.462, 0.113)  0.1108
C (2.796, 2.566, -4.376)  -0.6701
O (1.731, 1.947, -4.310)  -0.0195
N (3.893, 2.102, -5.036)  0.1668
N (2.972, 3.746, -3.752)  0.1724
H (4.678, 2.711, -4.894)  0.0896
H (3.963, 1.229, -5.525)  0.1034
H (3.864, 4.203, -3.803)  0.0972
H (2.255, 4.129, -3.129)  0.0652
C (-0.111, 4.665, -1.652)  -0.6469
O (1.136, 4.672, -1.746)  -0.0474
N (-0.928, 3.813, -2.243)  0.2018
N (-0.769, 5.684, -1.042)  0.1633
H (-1.923, 3.990, -2.141)  0.0667
H (-0.553, 3.016, -2.737)  0.0906
H (-0.195, 6.448, -0.729)  0.1051
H (-1.765, 5.780, -0.970)  0.0828
C (1.903, -3.529, 3.635)  -0.6753
O (2.939, -3.981, 4.171)  -0.0341
N (0.754, -4.209, 3.836)  0.1665
N (2.015, -2.428, 2.863)  0.1727
H (0.824, -5.063, 4.358)  0.1044
H (0.078, -4.193, 3.089)  0.0687
H (1.147, -1.920, 2.761)  0.0561
H (2.918, -1.996, 2.822)  0.0919
C (-1.504, -2.796, 1.569)  -0.6263
O (-0.538, -2.124, 1.886)  -0.0261
N (-1.579, -3.707, 0.563)  0.1882
N (-2.752, -2.647, 2.115)  0.1725
H (-0.830, -3.910, -0.096)  0.0585
H (-2.479, -4.019, 0.260)  0.1013
H (-2.990, -2.009, 2.849)  0.0645
H (-3.437, -3.278, 1.755)  0.0949
C (3.287, 1.949, -0.047)  -0.6830
O (4.086, 1.446, 0.767)  -0.0409
N (2.847, 1.213, -1.070)  0.1961
N (2.807, 3.205, 0.099)  0.1725
H (2.041, 1.577, -1.562)  0.0687
H (3.210, 0.314, -1.312)  0.0597
H (2.050, 3.594, -0.443)  0.0468
H (2.916, 3.571, 1.030)  0.0943
C (-0.085, 0.329, -0.700)  -0.6695
O (-0.076, 1.029, -1.718)  -0.0155
N (-0.583, 0.738, 0.498)  0.1870
N (0.521, -0.860, -0.631)  0.1947
H (-0.677, 0.103, 1.270)  0.0683
H (-0.980, 1.657, 0.488)  0.0603
H (1.066, -1.241, -1.388)  0.0688
H (0.702, -1.232, 0.286)  0.0813

---

<two>
The following is a quantum chemistry calculation of a cluster of 14 separate species, C14H56N28O14 in total, from the Open Molecules 2025 dataset.

* LUMO level: -0.369 eV
* HOMO energy: -8.1 eV
* net charge: 0
* HOMO-LUMO gap: 7.686 eV

Last column: Löwdin charge in e.
Cartesian coordinates (Å):
C (3.467, 3.458, 0.769)  -0.8187
O (3.008, 3.228, 1.848)  0.0262
N (4.448, 4.290, 0.678)  0.1782
N (3.107, 2.887, -0.342)  0.1974
H (4.580, 4.876, 1.490)  0.1284
H (4.741, 4.467, -0.272)  0.1082
H (2.295, 2.290, -0.271)  0.0702
H (3.553, 3.100, -1.222)  0.0948
C (-3.015, -2.326, -2.238)  -0.7755
O (-2.278, -3.219, -2.481)  0.0554
N (-3.158, -1.804, -1.014)  0.1558
N (-3.694, -1.638, -3.110)  0.1948
H (-2.528, -2.011, -0.251)  0.0574
H (-4.000, -1.251, -0.945)  0.0580
H (-4.234, -0.868, -2.743)  0.0643
H (-3.509, -1.904, -4.067)  0.1295
C (-2.547, 3.721, 2.178)  -0.7330
O (-3.110, 3.150, 1.259)  0.0213
N (-2.125, 4.962, 2.256)  0.1760
N (-2.061, 3.126, 3.219)  0.1676
H (-1.481, 5.182, 3.002)  0.1209
H (-2.402, 5.517, 1.459)  0.1274
H (-2.165, 2.121, 3.201)  0.0849
H (-1.201, 3.446, 3.640)  0.1223
C (0.723, -1.270, 4.457)  -0.8173
O (1.560, -0.804, 3.742)  0.0547
N (-0.289, -1.924, 4.042)  0.1861
N (0.562, -1.133, 5.720)  0.1830
H (-0.486, -2.077, 3.063)  0.0705
H (-0.628, -2.639, 4.670)  0.1160
H (-0.106, -1.632, 6.290)  0.1256
H (1.478, -0.821, 6.009)  0.1347
C (-5.004, 0.999, -0.746)  -0.7011
O (-5.354, 0.031, -1.441)  -0.0296
N (-5.695, 2.122, -0.611)  0.1919
N (-3.884, 0.887, -0.062)  0.1859
H (-6.642, 2.170, -0.959)  0.1193
H (-5.421, 2.875, 0.004)  0.1038
H (-3.246, 0.106, -0.012)  0.0630
H (-3.662, 1.666, 0.541)  0.0430
C (5.194, 0.267, 2.698)  -0.8258
O (6.157, 0.977, 2.508)  0.0161
N (5.237, -1.003, 2.829)  0.1775
N (3.979, 0.734, 2.639)  0.1924
H (6.226, -1.207, 2.812)  0.1175
H (4.518, -1.670, 2.586)  0.0798
H (3.699, 1.487, 2.026)  0.0631
H (3.340, 0.014, 2.945)  0.0548
C (2.847, -3.372, 0.908)  -0.8226
O (3.074, -4.484, 0.533)  0.0381
N (2.675, -2.350, 0.122)  0.2168
N (2.719, -3.131, 2.169)  0.1639
H (2.655, -2.500, -0.876)  0.0958
H (2.371, -1.445, 0.453)  0.0750
H (2.677, -3.858, 2.869)  0.1221
H (2.226, -2.277, 2.384)  0.0635
C (1.224, -1.150, -3.965)  -0.7588
O (1.585, -0.005, -3.874)  0.0138
N (0.004, -1.550, -4.294)  0.1891
N (2.006, -2.138, -3.669)  0.1938
H (-0.612, -0.807, -4.592)  0.0609
H (-0.352, -2.472, -4.085)  0.0961
H (2.937, -1.865, -3.388)  0.0660
H (1.653, -3.073, -3.522)  0.1256
C (-1.395, -3.738, 1.141)  -0.8324
O (-1.198, -2.556, 1.093)  0.0222
N (-2.113, -4.261, 0.299)  0.2165
N (-0.890, -4.646, 1.945)  0.1981
H (-2.578, -3.730, -0.423)  0.0862
H (-2.124, -5.268, 0.226)  0.1413
H (-0.401, -4.422, 2.800)  0.1006
H (-1.233, -5.595, 1.887)  0.1164
C (-2.559, 1.259, -4.440)  -0.8621
O (-1.653, 0.823, -5.073)  0.0687
N (-3.604, 1.695, -4.981)  0.1823
N (-2.678, 1.368, -3.180)  0.1983
H (-3.679, 1.523, -5.974)  0.1356
H (-4.311, 2.206, -4.473)  0.1243
H (-2.048, 0.985, -2.489)  0.0864
H (-3.551, 1.743, -2.836)  0.1029
C (1.091, 3.584, -2.995)  -0.8406
O (0.695, 4.659, -2.637)  0.0454
N (0.412, 2.445, -2.754)  0.1630
N (2.110, 3.270, -3.602)  0.1792
H (-0.497, 2.424, -2.313)  0.0821
H (0.770, 1.749, -3.391)  0.0506
H (2.517, 4.063, -4.076)  0.1376
H (2.373, 2.340, -3.898)  0.1136
C (-3.605, -0.807, 2.851)  -0.7545
O (-2.603, -0.177, 2.554)  0.0042
N (-3.746, -2.013, 2.294)  0.1848
N (-4.574, -0.426, 3.578)  0.2089
H (-4.463, -2.549, 2.762)  0.1090
H (-2.807, -2.386, 2.299)  0.0686
H (-4.505, 0.500, 3.977)  0.1319
H (-5.468, -0.897, 3.584)  0.1291
C (4.878, -0.919, -1.957)  -0.8086
O (4.542, -2.003, -2.336)  0.0434
N (6.183, -0.540, -1.834)  0.1537
N (4.220, 0.088, -1.885)  0.2049
H (6.415, 0.439, -1.745)  0.1004
H (6.836, -1.285, -2.034)  0.1066
H (4.548, 1.031, -2.038)  0.1226
H (3.239, 0.067, -2.122)  0.0997
C (0.491, 0.585, 0.287)  -0.6498
O (1.738, 0.535, 0.135)  -0.0328
N (-0.048, 0.492, 1.460)  0.2032
N (-0.468, 0.401, -0.642)  0.1893
H (0.608, 0.516, 2.229)  0.0997
H (-0.997, 0.214, 1.665)  0.0509
H (-1.428, 0.461, -0.336)  0.0703
H (-0.079, 0.279, -1.566)  0.0922

---

Which of them is most stable? Easy: <one>.